{
  "formula": "C45H97N13O7P",
  "method": "ωB97M-V/def2-TZVPD",
  "total_energy_ev": -91187.1504,
  "charge": 5,
  "e_homo_ev": -17.00,
  "lumo_energy_ha": -0.313,
  "gap_ev": 8.5,
  "fmax_ha_per_bohr": 0.088,
  "elements": ["P", "O", "O", "O", "O", "C", "N", "C", "C", "C", "C", "O", "H", "H", "H", "H", "H", "H", "H", "H", "H", "H", "H", "H", "H", "H", "C", "N", "C", "C", "C", "C", "O", "H", "H", "H", "H", "H", "H", "H", "H", "H", "H", "H", "H", "H", "H", "C", "N", "C", "C", "C", "C", "O", "H", "H", "H", "H", "H", "H", "H", "H", "H", "H", "H", "H", "H", "H", "C", "C", "N", "C", "C", "N", "C", "C", "H", "H", "H", "H", "H", "H", "H", "H", "H", "H", "H", "C", "C", "N", "C", "C", "N", "C", "C", "H", "H", "H", "H", "H", "H", "H", "H", "H", "H", "H", "C", "C", "N", "C", "C", "N", "C", "C", "H", "H", "H", "H", "H", "H", "H", "H", "H", "H", "H", "C", "C", "N", "C", "C", "N", "C", "C", "H", "H", "H", "H", "H", "H", "H", "H", "H", "H", "H", "C", "C", "N", "C", "C", "N", "C", "C", "H", "H", "H", "H", "H", "H", "H", "H", "H", "H", "H"],
  "coordinates": [[12.57327, 14.69027, 15.60801], [13.67119, 15.52909, 16.29206], [11.77181, 15.63254, 14.69892], [11.74038, 14.20028, 16.82725], [13.25463, 13.54535, 14.78111], [8.02998, 15.17937, 18.02660], [7.77985, 14.04823, 18.99579], [6.40661, 14.15345, 19.64885], [7.87324, 12.75340, 18.29352], [8.84943, 14.13638, 20.08116], [10.34033, 13.99659, 19.75874], [10.89024, 15.06990, 19.11588], [9.00604, 15.06787, 17.53656], [7.83131, 16.10624, 18.52760], [7.25911, 15.18596, 17.31033], [5.65947, 14.20796, 18.86618], [6.42967, 15.07688, 20.22305], [6.14916, 13.34721, 20.26503], [7.10322, 12.74031, 17.55865], [7.57292, 11.95034, 19.00419], [8.87595, 12.63714, 17.83755], [8.59920, 13.36541, 20.85972], [8.75484, 15.09921, 20.53877], [10.72787, 13.11737, 19.24134], [10.77984, 13.83360, 20.81740], [11.42458, 14.83361, 18.27579], [16.16653, 8.67470, 11.56370], [16.28056, 9.90539, 12.40768], [17.12036, 9.76108, 13.59685], [16.94368, 11.03259, 11.62125], [14.81830, 10.31542, 12.85346], [14.80476, 11.18891, 14.00708], [15.35097, 12.49214, 13.73527], [17.16072, 8.38456, 11.26176], [15.49537, 8.86126, 10.69001], [15.65178, 7.91174, 12.12466], [17.41069, 10.74200, 14.01221], [18.08594, 9.33368, 13.29394], [16.71277, 9.07952, 14.29513], [16.27120, 11.16644, 10.71986], [17.92560, 10.78897, 11.30225], [16.90002, 11.97458, 12.23186], [14.28327, 9.37476, 12.80316], [14.54777, 10.89752, 11.90976], [15.35398, 10.73310, 14.84511], [13.84054, 11.29446, 14.49459], [14.61673, 13.15868, 14.04548], [17.37968, 16.86825, 15.55793], [17.20247, 16.61261, 14.08328], [18.52569, 16.77597, 13.47723], [16.62549, 15.21389, 13.89336], [16.28700, 17.73640, 13.49046], [14.77776, 17.59203, 13.77060], [14.47753, 17.64757, 15.07394], [16.39363, 16.95929, 15.99010], [18.00681, 17.75813, 15.66525], [17.91925, 15.96345, 15.87709], [18.53842, 16.43644, 12.46233], [19.19059, 16.17610, 14.07294], [18.80859, 17.81678, 13.50580], [17.36796, 14.51378, 14.26009], [16.46097, 15.00894, 12.82859], [15.62315, 15.22697, 14.46056], [16.66811, 17.96942, 12.49241], [16.57390, 18.64066, 14.04114], [14.40976, 16.62427, 13.34024], [14.29709, 18.37511, 13.19106], [13.84502, 16.40817, 15.82711], [18.80152, 9.20366, 17.18863], [18.57426, 10.33150, 18.14834], [17.43076, 11.20240, 17.80740], [17.49228, 12.45226, 17.25559], [16.22016, 12.90288, 17.10382], [15.41287, 11.86019, 17.53979], [16.16886, 10.84312, 17.96882], [13.93212, 12.01104, 17.54791], [19.44123, 8.39394, 17.58050], [19.38057, 9.58136, 16.33883], [17.86219, 8.79298, 16.79680], [19.48315, 10.88833, 18.18452], [18.41843, 9.93950, 19.15941], [18.33652, 13.07182, 17.12951], [15.81298, 13.81621, 16.74758], [15.73614, 9.95128, 18.29597], [13.47321, 11.80023, 16.57460], [13.65164, 13.02918, 17.79112], [13.46495, 11.34989, 18.30315], [8.84379, 17.56166, 13.82243], [8.55377, 17.85669, 12.35557], [9.87790, 17.92103, 11.62482], [11.06914, 17.54687, 12.19016], [12.02705, 17.60903, 11.23490], [11.40952, 18.11510, 10.10427], [10.11814, 18.34294, 10.39526], [12.04811, 18.42518, 8.81117], [8.95111, 16.49175, 13.92513], [8.04951, 17.89843, 14.45341], [9.76398, 18.04841, 14.19901], [8.05403, 18.84876, 12.15404], [7.86654, 17.09776, 11.91171], [11.13620, 17.19987, 13.21098], [13.15256, 17.33612, 11.26944], [9.39876, 18.76609, 9.68226], [13.12860, 18.32276, 8.92987], [11.82878, 19.42631, 8.45546], [11.73433, 17.73746, 8.01070], [8.03950, 8.34197, 14.63249], [7.78756, 9.74748, 14.03424], [8.93009, 10.62210, 14.22042], [9.44599, 11.12983, 15.39741], [10.35503, 12.12025, 15.05057], [10.32305, 12.17532, 13.71689], [9.44069, 11.29210, 13.24063], [10.96750, 13.16558, 12.85272], [9.00922, 7.90285, 14.28827], [7.16318, 7.73133, 14.31522], [8.08628, 8.39597, 15.77231], [6.90833, 10.17710, 14.49257], [7.70471, 9.65769, 12.97833], [9.30500, 10.72002, 16.35023], [10.94321, 12.79321, 15.67658], [9.24708, 11.06433, 12.22128], [10.29472, 13.34700, 12.03530], [11.88645, 12.81080, 12.43856], [11.08865, 14.12564, 13.44622], [16.58925, 21.25174, 22.14541], [16.01802, 20.47155, 23.33159], [15.15030, 19.32763, 23.07514], [14.18696, 18.87332, 23.99236], [13.51633, 17.84897, 23.40303], [14.00033, 17.71404, 22.11449], [15.01692, 18.64279, 21.96294], [13.68471, 16.62844, 21.13540], [17.36015, 20.64359, 21.62749], [17.04024, 22.07904, 22.65132], [15.83008, 21.47234, 21.35894], [15.36230, 21.12394, 23.93066], [16.87639, 20.05163, 23.84943], [14.09094, 19.39200, 24.94357], [12.73771, 17.23258, 23.82381], [15.47748, 18.79673, 20.97819], [14.10403, 15.72149, 21.51619], [14.19700, 16.94027, 20.21179], [12.63538, 16.54980, 20.89537], [10.53334, 18.14425, 18.51497], [11.02761, 17.84520, 17.08054], [11.29250, 19.16789, 16.39874], [10.57521, 20.33849, 16.56780], [11.33036, 21.32344, 16.06693], [12.49435, 20.70750, 15.54508], [12.46004, 19.41656, 15.77584], [13.52336, 21.34484, 14.68210], [10.26280, 17.28364, 19.14699], [9.75335, 18.86312, 18.44353], [11.27501, 18.77270, 19.05941], [10.30194, 17.27933, 16.50488], [12.01283, 17.33963, 17.11234], [9.64816, 20.49861, 17.10893], [11.16211, 22.40927, 15.94971], [13.32216, 18.65637, 15.49111], [13.06354, 21.95590, 13.86720], [14.26618, 20.61879, 14.41505], [14.10839, 22.05656, 15.31442]]
}